# 1
This record from OMol25 describes an isolated molecule of C10H14IN. The level of theory is ωB97M-V/def2-TZVPD.

CARTESIAN COORDINATES (ANGSTROEM)
1 C -1.30184 -2.84557 0.81423
2 C -1.37395 -0.60412 1.96524
3 C -0.70476 0.48192 1.52987
4 C -0.70996 -1.84047 1.59455
5 C 0.50759 0.23420 0.74619
6 C 0.73206 -1.28256 0.63043
7 C 1.52755 0.74843 -1.67170
8 C 0.07394 2.34958 -0.54469
9 C -0.88316 0.18897 -1.43790
10 C 0.34631 0.81644 -0.73060
11 N -1.41556 -3.80584 0.21033
12 I 2.48172 -2.10475 1.38714
13 H -2.33761 -0.54725 2.44901
14 H -0.93877 1.55151 1.52987
15 H -0.32607 -2.35581 2.61717
16 H 1.25214 0.79269 1.35252
17 H 0.72819 -1.77932 -0.36009
18 H 1.17737 0.90810 -2.66500
19 H 1.85488 -0.34870 -1.72600
20 H 2.51075 1.36901 -1.42940
21 H 0.65868 2.80225 0.37806
22 H 0.53190 2.71809 -1.54407
23 H -0.92077 2.57219 -0.47962
24 H -1.33137 0.84013 -2.12339
25 H -1.66084 -0.08094 -0.67867
26 H -0.47842 -0.77818 -1.81347

- SMILES: CC(C)(C)[C@H]1C=C[C@@H](C#N)[C@@H]1I
- ΔE to the lowest compared entry with this formula, charge and spin: 0.0000 eV
- Spin multiplicity: 1
- Highest occupied orbital energy: -9.48 eV

---

# 2
This record from OMol25 describes the ion C3HO3 with charge -1. The level of theory is ωB97M-V/def2-TZVPD.

CARTESIAN COORDINATES (ANGSTROEM)
1 C -0.35158 0.30580 -0.24890
2 C -0.42563 1.40188 -0.83718
3 C -1.82959 -0.29993 -1.25905
4 O -2.83964 -0.02961 -0.68024
5 O -1.40943 -1.03940 -2.10156
6 O -0.77819 2.33583 -1.45527
7 H 0.42126 -0.07976 0.36460

- SMILES: O=C=CC(=O)[O-]
- ΔE to the lowest compared entry with this formula, charge and spin: 0.9789 eV
- Spin multiplicity: 1
- Net charge: -1
- Highest occupied orbital energy: -3.73 eV

---

# 3
This record from OMol25 describes a cluster of 2 separate species, C4H13N2S in total. The level of theory is ωB97M-V/def2-TZVPD.

CARTESIAN COORDINATES (ANGSTROEM)
1 N 0.75391 1.80203 -0.60392
2 C 0.34083 0.36378 -0.35923
3 C 0.98048 -0.40393 0.79501
4 C 0.80991 -1.87873 0.62781
5 S 1.52991 -2.89456 1.94463
6 C -1.22227 0.37371 -0.24486
7 N -1.72267 1.18994 -1.36019
8 H -0.18788 2.23255 -0.77093
9 H 1.15134 2.32623 0.17833
10 H 1.26839 2.04988 -1.44587
11 H 0.58003 -0.13787 -1.29770
12 H 2.05946 -0.22772 0.89809
13 H 0.56868 -0.10833 1.76728
14 H -0.23080 -2.19214 0.53624
15 H 1.23560 -2.17378 -0.34885
16 H -0.37960 -2.60318 2.81559
17 H -1.69817 0.75117 0.65707
18 H -1.41899 -0.69138 -0.31831
19 H -2.66319 1.54393 -1.24149
20 H -1.75498 0.67840 -2.22871

- ΔE to the lowest compared entry with this formula, charge and spin: 3.7775 eV
- Spin multiplicity: 2
- Expectation value of S²: 0.757
- Highest occupied orbital energy (spin up / spin down): -4.34 / -6.03 eV

---

# 4
This record from OMol25 describes a structure of composition C17H31BCrF4N5O3P2S3. The level of theory is ωB97M-V/def2-TZVPD.

CARTESIAN COORDINATES (ANGSTROEM)
1 Cr -1.33446 0.03720 -1.10712
2 C 0.89708 0.06023 4.64720
3 N -0.12639 -0.12174 3.63426
4 C -0.86931 -1.37545 3.74324
5 P 0.14378 0.45465 2.10306
6 O -1.00854 0.16557 1.23779
7 O 1.50929 -0.29488 1.65072
8 P 1.98810 -0.77313 0.15850
9 O 1.01886 -0.49972 -0.90602
10 N 2.35097 -2.38025 0.34141
11 C 3.03485 -2.80989 1.55648
12 C 1.24712 -3.29366 -0.01879
13 N 3.36807 0.14512 -0.00366
14 C 3.87000 0.33490 -1.36057
15 C 4.40953 0.18060 1.00807
16 N 0.63456 2.01618 2.36107
17 C -0.44304 2.99214 2.50840
18 C 1.88831 2.56973 1.87563
19 H 0.43158 0.14075 5.63229
20 H 1.44931 0.97619 4.44420
21 H 1.60062 -0.78214 4.66764
22 H -1.51397 -1.34952 4.62429
23 H -0.19262 -2.23372 3.83381
24 H -1.48778 -1.51263 2.85830
25 H 3.94245 -2.23480 1.72678
26 H 3.31573 -3.85600 1.43522
27 H 2.38880 -2.73157 2.43991
28 H 0.78746 -2.97546 -0.94827
29 H 0.47394 -3.33730 0.75321
30 H 1.65658 -4.29357 -0.16301
31 H 3.04386 0.26760 -2.06565
32 H 4.62373 -0.41603 -1.62368
33 H 4.32101 1.32773 -1.43432
34 H 3.97352 0.06328 1.99889
35 H 4.91268 1.15099 0.96484
36 H 5.16521 -0.59765 0.84727
37 H -1.39865 2.47976 2.61322
38 H -0.50313 3.64702 1.64338
39 H -0.26433 3.60147 3.39940
40 H 2.68441 1.83668 1.97608
41 H 2.14112 3.43720 2.49083
42 H 1.83084 2.88981 0.83193
43 S -1.30997 -0.18814 -3.47164
44 C -3.02757 -0.11406 -3.84281
45 C -3.40940 -0.30548 -5.17577
46 C -4.73665 -0.26915 -5.56625
47 C -5.72530 -0.04184 -4.61817
48 C -5.37030 0.14688 -3.29344
49 C -4.03403 0.12329 -2.87678
50 S -3.70920 0.40044 -1.16965
51 H -2.62994 -0.49150 -5.90480
52 H -5.00105 -0.42842 -6.60639
53 H -6.77018 -0.01315 -4.90836
54 H -6.13135 0.31286 -2.54086
55 S -1.23926 4.53496 -1.61808
56 C 0.27745 3.83154 -2.07019
57 C 0.22756 2.49413 -1.85905
58 N -0.93962 2.01694 -1.33446
59 C -1.79903 2.97715 -1.12578
60 H 1.06911 4.43043 -2.48713
61 H 1.02523 1.80267 -2.08652
62 H -2.82556 2.80403 -0.83099
63 F -3.31438 -3.54242 -1.02162
64 B -2.00904 -3.42745 -0.60497
65 F -1.57983 -2.02250 -0.75929
66 F -1.85827 -3.72329 0.76097
67 F -1.14057 -4.21362 -1.36416

- ΔE to the lowest compared entry with this formula, charge and spin: 1.2527 eV
- Spin multiplicity: 5
- Net charge: -1
- Expectation value of S²: 6.014
- Highest occupied orbital energy (spin up / spin down): -2.51 / -2.99 eV

---

# 5
This record from OMol25 describes a structure of composition C4H2FLiO4Y. The level of theory is ωB97M-V/def2-TZVPD.

CARTESIAN COORDINATES (ANGSTROEM)
1 O -1.00224 0.52002 0.42600
2 C 3.72650 0.15442 2.26973
3 O 3.23600 -0.27260 1.30258
4 O -2.34924 -0.36236 -1.00276
5 C -2.22499 0.27648 0.10599
6 C -1.00577 -0.72149 -1.49822
7 O 4.04646 0.84474 3.13895
8 C -0.05984 0.14544 -0.70675
9 Y -4.38871 0.91291 1.43530
10 H -0.97866 -0.53186 -2.57561
11 H -0.89600 -1.79215 -1.29104
12 F 0.03270 1.37498 -1.40584
13 Li 1.86379 -0.54852 -0.19834

- ΔE to the lowest compared entry with this formula, charge and spin: 0.1431 eV
- Spin multiplicity: 1
- Net charge: +3
- Highest occupied orbital energy (spin up / spin down): -21.70 / -19.36 eV

---

# 6
This record from OMol25 describes a cluster of 2 separate species, C3H8NO in total. The level of theory is ωB97M-V/def2-TZVPD.

CARTESIAN COORDINATES (ANGSTROEM)
1 C 1.67494 0.04484 -1.04633
2 C 0.56720 -0.66062 -0.38233
3 C -1.49673 0.56871 0.58482
4 N -0.16184 -0.06430 0.78466
5 O 1.84579 -0.95507 -0.04708
6 H 2.08609 -0.00232 -2.14445
7 H 1.82920 1.12659 -0.76930
8 H -0.84343 -1.63998 -1.11796
9 H -1.43717 1.57024 0.22158
10 H -2.13657 0.03848 -0.14577
11 H -2.22042 0.34921 1.46593
12 H -0.26614 -0.96603 1.41352
13 H 0.55908 0.59025 1.18270

- ΔE to the lowest compared entry with this formula, charge and spin: 5.4299 eV
- Spin multiplicity: 1
- Net charge: +1
- Highest occupied orbital energy: -15.42 eV

---

Number 1: maximum force 4.6 eV/A. Number 2: maximum force 2.9 eV/A. Number 3: maximum force 1.8 eV/A. Number 4: maximum force 1.5 eV/A. Number 5: maximum force 7.3 eV/A. Number 6: maximum force 4.2 eV/A.